Computed, not measured: 5 unconnected molecules or ions with the total composition C35H46N5O9 at a distorted geometry, with wB97M-V/def2-TZVPD.

Cartesian coordinates (Å):
C: 7.918 2.394 -0.139
O: 7.679 3.784 -0.256
C: 6.698 4.238 0.668
C: 5.275 4.052 0.048
C: 4.368 5.334 0.160
C: 2.883 4.836 0.086
C: 1.905 5.872 -0.544
C: 0.618 5.107 -1.070
C: -0.704 5.639 -0.462
C: -1.712 4.631 0.163
C: -1.337 3.135 0.101
C: -2.375 2.194 0.788
N: -2.164 0.813 0.183
H: 7.595 1.851 -1.051
H: 9.006 2.229 -0.049
H: 7.401 1.917 0.710
H: 6.753 3.679 1.622
H: 6.864 5.306 0.874
H: 4.744 3.270 0.633
H: 5.311 3.665 -0.985
H: 4.572 5.783 1.145
H: 4.631 6.007 -0.669
H: 2.908 3.911 -0.521
H: 2.565 4.589 1.114
H: 2.411 6.355 -1.400
H: 1.641 6.678 0.157
H: 0.599 5.309 -2.156
H: 0.835 4.035 -0.958
H: -1.228 6.211 -1.238
H: -0.455 6.390 0.312
H: -1.926 4.910 1.213
H: -2.687 4.747 -0.353
H: -0.391 3.003 0.667
H: -1.159 2.838 -0.947
H: -3.409 2.533 0.658
H: -2.091 2.086 1.844
H: -1.291 0.777 -0.352
H: -2.899 0.565 -0.479
H: -2.064 0.110 0.918
C: -5.672 4.064 -5.717
C: -5.105 3.090 -4.903
C: -3.969 3.379 -4.162
C: -3.413 4.649 -4.243
C: -3.966 5.627 -5.057
C: -5.101 5.328 -5.797
N: -2.230 4.968 -3.447
O: -1.748 4.089 -2.753
O: -1.791 6.092 -3.521
H: -6.561 3.837 -6.290
H: -5.551 2.106 -4.845
H: -3.533 2.617 -3.533
H: -3.529 6.613 -5.122
H: -5.543 6.082 -6.434
C: 2.394 -3.772 0.271
C: 2.385 -2.925 1.373
C: 1.189 -2.622 2.008
C: 0.010 -3.179 1.529
C: 0.007 -4.023 0.424
C: 1.207 -4.317 -0.205
N: -1.249 -2.883 2.207
O: -1.217 -2.126 3.158
O: -2.259 -3.407 1.785
H: 3.329 -4.011 -0.218
H: 3.311 -2.503 1.740
H: 1.189 -1.963 2.865
H: -0.913 -4.454 0.051
H: 1.219 -4.975 -1.063
C: 4.028 -7.201 5.470
C: 5.282 -6.830 4.999
C: 5.473 -6.586 3.647
C: 4.397 -6.712 2.779
C: 3.141 -7.088 3.236
C: 2.960 -7.333 4.590
N: 4.587 -6.432 1.358
O: 5.696 -6.123 0.984
O: 3.620 -6.518 0.628
H: 3.882 -7.386 6.526
H: 6.111 -6.730 5.686
H: 6.450 -6.299 3.287
H: 2.307 -7.190 2.557
H: 1.986 -7.625 4.959
C: -5.141 -4.603 1.225
C: -6.368 -5.129 1.610
C: -7.327 -5.428 0.652
C: -7.040 -5.199 -0.687
C: -5.821 -4.669 -1.082
C: -4.870 -4.370 -0.118
N: -8.038 -5.534 -1.703
O: -9.099 -5.976 -1.326
O: -7.743 -5.349 -2.863
H: -4.393 -4.375 1.973
H: -6.577 -5.308 2.656
H: -8.280 -5.837 0.956
H: -5.604 -4.488 -2.125
H: -3.913 -3.958 -0.412

As for the energy: -2311.55720 hartree. The calculation puts the HOMO-LUMO gap at 7.40 eV. The lowest unoccupied orbital energy comes out at -3.5229 eV. The value obtained for the strongest force on any atom is 1.7 eV/A. The calculation puts the HOMO energy at -10.93 eV. The total charge is +1.